Record 1
The following is a quantum chemistry calculation of C35H36Cl2GeMnNO2Te as an isolated structure, from OMol25.

Geometry as XYZ:
```
79
Properties=species:S:1:pos:R:3:mulliken_spin:R:1
Mn 0.432 0.244 2.185 4.81
C 2.886 2.670 4.198 0.00
C 3.324 1.357 4.064 0.02
C 3.109 0.666 2.878 -0.04
C 2.439 1.284 1.801 0.17
C 2.005 2.617 1.960 0.02
C 2.226 3.300 3.149 0.01
Ge 2.367 0.576 -0.043 -0.07
C 3.324 -1.026 -0.463 -0.01
C 3.637 -2.002 0.490 0.00
C 4.336 -3.141 0.132 0.00
C 4.735 -3.319 -1.189 0.00
C 4.427 -2.363 -2.146 0.00
C 3.723 -1.222 -1.786 0.00
C 2.383 1.963 -1.366 0.00
C 3.619 2.223 -1.965 0.00
C 3.753 3.264 -2.873 0.00
C 2.658 4.054 -3.192 0.00
C 1.427 3.813 -2.592 0.00
C 1.295 2.778 -1.681 0.00
H 3.083 3.211 5.114 0.00
H 3.868 0.883 4.871 0.00
H 3.507 -0.335 2.781 -0.04
H 1.529 3.134 1.135 -0.01
H 1.919 4.333 3.245 0.00
H 3.326 -1.899 1.524 0.02
H 4.581 -3.888 0.874 0.00
H 5.292 -4.203 -1.470 0.00
H 4.740 -2.502 -3.172 0.00
H 3.482 -0.490 -2.548 0.00
H 4.489 1.619 -1.731 0.00
H 4.713 3.458 -3.331 0.00
H 2.765 4.864 -3.900 0.00
H 0.581 4.444 -2.831 0.00
H 0.340 2.623 -1.194 0.00
Cl -1.304 3.508 0.774 0.00
C -1.770 3.429 2.459 0.00
Cl -1.483 1.785 3.157 0.03
H -2.838 3.595 2.547 0.00
H -1.188 4.130 3.044 0.00
C 1.286 -2.865 4.261 0.01
Te -0.399 -1.565 4.135 -0.02
C 0.079 -0.415 5.866 0.01
H 2.204 -2.287 4.305 0.00
H 1.279 -3.525 3.397 0.00
H 1.160 -3.451 5.167 0.00
H 0.099 -1.106 6.704 0.00
H -0.710 0.317 6.016 0.00
H 1.042 0.070 5.739 0.00
C -4.532 -2.400 -2.117 0.00
O -3.503 -1.498 -2.547 0.00
C -3.316 -1.360 -3.876 0.00
C -3.977 -2.081 -4.864 0.00
C -3.701 -1.839 -6.202 0.00
C -2.776 -0.879 -6.590 0.00
C -2.112 -0.153 -5.618 0.00
C -2.367 -0.414 -4.279 0.00
N -1.729 0.414 -3.288 0.00
C -0.999 0.124 -2.261 0.01
C -0.471 -1.136 -1.822 -0.01
C -0.606 -2.332 -2.552 0.00
C -0.196 -3.537 -2.025 0.00
C 0.304 -3.584 -0.730 0.01
C 0.484 -2.416 -0.005 0.04
C 0.167 -1.194 -0.565 -0.10
O 0.471 -0.026 0.142 0.13
H -4.549 -2.334 -1.034 0.00
H -4.301 -3.421 -2.420 0.00
H -5.499 -2.098 -2.518 0.00
H -4.716 -2.822 -4.598 0.00
H -4.230 -2.408 -6.955 0.00
H -2.578 -0.694 -7.635 0.00
H -1.390 0.606 -5.891 0.00
H -1.932 1.401 -3.404 0.00
H -0.764 0.975 -1.638 -0.01
H -1.039 -2.307 -3.540 0.00
H -0.298 -4.444 -2.605 0.00
H 0.569 -4.535 -0.286 0.00
H 0.903 -2.452 0.993 0.00
```

Calculated values
DFT total energy, Ha: -5975.969402
LUMO level (spin up / spin down), eV: -8.53 / -8.81
⟨S²⟩: 8.76
Relative energy (zero: lowest compared OMol25 entry of this formula, charge and spin), kcal per mole: 4.0
Total charge: +3
Multiplicity: 6
HOMO-LUMO gap (spin up / spin down), eV: 6.96 / 6.67

---

Record 2
The following is a quantum chemistry calculation of one molecule with the formula C5H10O, from OMol25.

Geometry as XYZ:
```
16
Properties=species:S:1:pos:R:3:nbo_charge:R:1
C -2.055 -0.185 0.244 -0.62
C -0.758 0.142 -0.479 0.10
O -0.907 1.432 -1.059 -0.72
C 0.443 0.096 0.444 -0.26
C 1.430 -1.032 0.347 -0.41
C 1.822 0.341 -0.118 -0.44
H -2.248 0.564 1.021 0.21
H -2.015 -1.171 0.716 0.21
H -2.890 -0.170 -0.461 0.22
H -0.597 -0.601 -1.278 0.15
H -0.052 1.862 -0.949 0.47
H 0.259 0.508 1.436 0.22
H 1.888 -1.424 1.250 0.22
H 1.248 -1.783 -0.419 0.21
H 1.922 0.505 -1.190 0.22
H 2.510 0.917 0.495 0.22
```

Calculated values
DFT total energy, Ha: -271.716125
LUMO level, eV: 1.12
SMILES: C[C@@H](O)C1CC1
Relative energy (zero: lowest compared OMol25 entry of this formula, charge and spin), kcal per mole: 22.9
HOMO-LUMO gap, eV: 11.29

---

Record 3
The following is a quantum chemistry calculation of one molecule with the formula C15H18N6O3 in a non-equilibrium geometry, from OMol25.

Geometry as XYZ:
```
42
Properties=species:S:1:pos:R:3:nbo_charge:R:1
C -7.062 0.060 -0.063 -0.62
C -5.577 -0.127 0.003 -0.04
C -5.034 -1.365 0.330 -0.20
C -3.668 -1.543 0.408 -0.23
C -2.799 -0.480 0.160 0.13
N -1.434 -0.727 0.252 -0.55
C -0.365 0.086 0.103 0.62
N -0.523 1.375 -0.186 -0.60
C 0.559 2.145 -0.190 0.48
N 0.384 3.443 -0.454 -0.76
C 1.854 1.607 0.100 -0.21
N 2.886 2.433 0.524 0.52
O 3.738 1.970 1.276 -0.42
O 2.889 3.622 0.183 -0.46
C 1.923 0.180 0.152 0.50
N 3.068 -0.515 0.077 -0.38
C 4.324 0.008 -0.411 -0.25
C 5.072 -1.093 -1.159 -0.08
O 5.374 -2.206 -0.344 -0.53
C 4.428 -2.417 0.687 -0.08
C 3.033 -1.949 0.293 -0.25
N 0.806 -0.542 0.220 -0.60
C -3.334 0.762 -0.168 -0.21
C -4.705 0.926 -0.242 -0.20
H -7.316 0.965 -0.607 0.21
H -7.474 0.140 0.944 0.22
H -7.536 -0.790 -0.550 0.22
H -5.691 -2.200 0.524 0.21
H -3.265 -2.514 0.662 0.20
H -1.172 -1.680 0.467 0.41
H -0.555 3.795 -0.507 0.40
H 1.187 4.056 -0.352 0.44
H 4.935 0.389 0.418 0.23
H 4.135 0.838 -1.099 0.22
H 4.471 -1.417 -2.023 0.16
H 6.027 -0.711 -1.527 0.20
H 4.429 -3.491 0.890 0.20
H 4.743 -1.886 1.596 0.17
H 2.315 -2.159 1.087 0.24
H 2.698 -2.468 -0.613 0.20
H -2.666 1.582 -0.364 0.24
H -5.104 1.896 -0.500 0.21
```

Calculated values
DFT total energy, Ha: -1136.601659
LUMO level, eV: 0.00
SMILES: Cc1ccc(Nc2nc(N)c([N+](=O)[O-])c(N3CCOCC3)n2)cc1
Relative energy (zero: lowest compared OMol25 entry of this formula, charge and spin), kcal per mole: 0.0
HOMO-LUMO gap, eV: 8.07

---

Record 4
The following is a quantum chemistry calculation of a 4-piece molecular cluster, C3H12O4 overall in a non-equilibrium geometry, from OMol25.

Geometry as XYZ:
```
19
Properties=species:S:1:pos:R:3:nbo_charge:R:1
C -0.088 -0.173 2.946 -0.72
C -0.273 -0.002 1.528 0.08
C -0.891 -0.937 0.704 0.36
O -1.374 -0.627 -0.539 -0.62
H -0.687 0.531 3.569 0.31
H -0.313 -1.255 3.184 0.24
H 0.966 -0.060 3.140 0.30
H -0.110 1.036 1.096 0.21
H -0.934 -1.905 1.249 0.20
H -0.736 -1.056 -1.175 0.56
H 0.837 -1.202 -2.492 0.51
H -0.171 -1.606 -3.470 0.50
O 0.041 -1.800 -2.560 -0.96
H -0.541 1.694 -0.480 0.46
H -0.556 3.267 -0.847 0.50
O -0.196 2.409 -1.103 -0.96
H 1.215 1.128 -1.868 0.51
H 2.119 0.269 -1.039 0.47
O 1.690 0.288 -1.843 -0.96
```

Calculated values
DFT total energy, Ha: -422.096151
LUMO level (spin up / spin down), eV: -4.76 / -8.61
⟨S²⟩: 0.75
Relative energy (zero: lowest compared OMol25 entry of this formula, charge and spin), kcal per mole: 24.5
Total charge: +1
Multiplicity: 2
HOMO-LUMO gap (spin up / spin down), eV: 10.58 / 6.76